The following is a DFT calculation (the ωB97M-V functional and the def2-TZVPD basis) of C32H32IrN7O4S2 as an isolated structure.

```
! RIJCOSX wB97M-V def2-TZVPD def2/J DEFGRID3
* xyz -2 1
Ir 0.261 0.071 -0.214
O -0.655 -1.778 0.968
N 0.066 -2.658 1.516
N 0.672 -2.265 2.586
O 0.532 -1.124 3.165
C 1.526 -3.237 3.186
C 2.053 -2.946 4.438
C 2.896 -3.858 5.059
C 3.221 -5.055 4.442
C 2.696 -5.332 3.182
C 1.857 -4.433 2.548
H 1.788 -1.997 4.882
H 3.307 -3.622 6.035
H 3.884 -5.762 4.926
H 2.956 -6.257 2.680
H 1.467 -4.624 1.560
N -4.498 -5.270 0.581
C -4.475 -3.973 0.017
C -3.266 -3.341 -0.246
C -3.245 -2.077 -0.811
C -4.434 -1.426 -1.106
C -5.646 -2.048 -0.841
C -5.667 -3.322 -0.296
S -4.395 0.241 -1.747
O -5.567 0.895 -1.185
O -4.351 0.157 -3.192
N -3.019 0.803 -1.240
C -2.793 0.950 0.072
S -4.002 1.401 1.275
C -2.803 1.298 2.518
C -1.614 0.953 1.992
N -1.604 0.780 0.625
H -3.640 -5.478 1.072
H -5.284 -5.405 1.200
H -2.325 -3.801 0.037
H -2.293 -1.585 -0.968
H -6.566 -1.514 -1.039
H -6.614 -3.810 -0.085
H -3.045 1.428 3.559
H -0.708 0.718 2.532
C 3.705 0.556 -0.610
C 3.078 -0.129 0.605
C 3.985 -1.277 1.066
C 2.912 0.864 1.758
N 1.788 -0.710 0.254
H 4.702 0.946 -0.373
H 3.076 1.378 -0.945
H 3.794 -0.159 -1.432
H 4.987 -0.915 1.323
H 4.074 -2.022 0.271
H 3.554 -1.768 1.940
H 3.887 1.247 2.082
H 2.404 0.372 2.590
H 2.292 1.700 1.437
N 0.176 1.411 -1.469
C 0.398 2.506 -2.061
C -0.499 2.974 -3.160
C -0.425 4.266 -3.686
C -1.301 4.678 -4.683
C -2.273 3.811 -5.161
C -2.365 2.528 -4.631
C -1.484 2.112 -3.649
C 1.559 3.364 -1.654
C 2.529 3.781 -2.563
C 3.643 4.491 -2.137
C 3.796 4.805 -0.792
C 2.829 4.403 0.119
C 1.720 3.690 -0.310
H 0.309 4.963 -3.302
H -1.231 5.687 -5.075
H -2.968 4.139 -5.926
H -3.146 1.850 -4.951
H -1.576 1.130 -3.207
H 2.415 3.523 -3.610
H 4.400 4.788 -2.853
H 4.670 5.351 -0.457
H 2.947 4.631 1.172
H 0.972 3.341 0.393
*
```

Values from the calculation:
E ... -2823.46669 Ha
Relative energy (zero: lowest compared OMol25 entry of this formula, charge and spin) ... 76.7 kJ/mol
E_HOMO ... -1.28 eV